(1)
{"formula": "C67H49ClI4N4O3SiY", "method": "ωB97M-V/def2-TZVPD", "symbols": ["Y", "I", "C", "C", "C", "C", "C", "C", "C", "C", "C", "C", "C", "C", "C", "C", "C", "C", "I", "C", "C", "C", "N", "C", "C", "C", "C", "C", "C", "I", "C", "C", "C", "C", "C", "C", "N", "C", "C", "C", "C", "C", "N", "C", "C", "C", "C", "I", "C", "C", "C", "C", "N", "H", "H", "H", "H", "H", "H", "H", "H", "H", "H", "H", "H", "H", "H", "H", "H", "H", "H", "H", "H", "H", "H", "H", "H", "Cl", "C", "C", "C", "C", "O", "C", "C", "O", "C", "H", "H", "H", "H", "C", "C", "C", "C", "C", "C", "Si", "C", "C", "C", "C", "C", "C", "H", "H", "H", "H", "H", "H", "H", "H", "H", "H", "H", "C", "C", "O", "C", "C", "H", "H", "H", "H", "H", "H", "H", "H", "H", "H"], "positions_angstrom": [[-0.536, -0.675, -0.058], [-4.659, 2.539, 8.440], [-3.805, 1.677, 6.700], [-2.742, 2.310, 6.083], [-2.202, 1.755, 4.940], [-2.723, 0.584, 4.395], [-3.784, -0.041, 5.048], [-4.324, 0.499, 6.200], [-2.155, 0.043, 3.140], [-0.824, -0.402, 3.200], [-0.108, -0.616, 4.413], [1.094, -1.167, 4.075], [1.122, -1.279, 2.652], [2.108, -1.999, 1.901], [3.475, -2.083, 2.321], [4.417, -2.878, 1.630], [5.732, -2.984, 2.029], [6.180, -2.241, 3.104], [8.197, -2.404, 3.737], [5.329, -1.347, 3.732], [4.013, -1.265, 3.341], [1.611, -2.899, 0.885], [0.660, -2.593, -0.026], [0.441, -3.726, -0.779], [-0.424, -3.830, -1.887], [-0.312, -5.056, -2.696], [-1.434, -5.851, -2.929], [-1.347, -7.015, -3.668], [-0.122, -7.396, -4.182], [0.017, -9.182, -5.319], [1.012, -6.636, -3.962], [0.911, -5.472, -3.222], [-1.427, -2.919, -2.238], [-2.276, -3.010, -3.391], [-3.213, -2.032, -3.275], [-2.944, -1.337, -2.045], [-1.833, -1.861, -1.463], [-3.841, -0.447, -1.413], [-3.738, -0.080, -0.050], [-4.739, 0.610, 0.714], [-4.288, 0.676, 1.995], [-2.990, 0.075, 2.015], [-2.669, -0.353, 0.750], [-5.009, 0.002, -2.179], [-6.312, -0.181, -1.704], [-7.404, 0.313, -2.388], [-7.205, 0.986, -3.579], [-8.874, 1.808, -4.600], [-5.937, 1.136, -4.111], [-4.853, 0.637, -3.415], [1.233, -4.788, -0.263], [1.956, -4.276, 0.779], [-0.045, -0.805, 2.136], [-2.344, 3.230, 6.483], [-1.372, 2.242, 4.449], [-4.183, -0.962, 4.649], [-5.145, 0.007, 6.701], [-0.478, -0.426, 5.405], [1.835, -1.552, 4.750], [4.114, -3.420, 0.749], [6.410, -3.620, 1.478], [5.699, -0.701, 4.516], [3.390, -0.523, 3.813], [-2.383, -5.558, -2.505], [-2.226, -7.618, -3.836], [1.966, -6.945, -4.365], [1.792, -4.873, -3.048], [-2.179, -3.716, -4.193], [-4.034, -1.834, -3.940], [-5.658, 1.018, 0.337], [-4.791, 1.113, 2.837], [-6.467, -0.735, -0.792], [-8.398, 0.171, -1.991], [-5.792, 1.647, -5.052], [-3.862, 0.759, -3.828], [1.219, -5.808, -0.600], [2.593, -4.815, 1.454], [6.683, -1.856, -1.248], [5.202, -1.092, -0.785], [5.171, -0.376, 0.412], [3.998, 0.275, 0.757], [2.857, 0.188, -0.012], [1.776, 1.024, 0.256], [2.871, -0.589, -1.210], [1.740, -0.736, -2.030], [0.581, -0.253, -1.806], [4.095, -1.217, -1.571], [6.048, -0.289, 1.031], [3.977, 0.856, 1.664], [1.874, -1.314, -2.957], [4.135, -1.787, -2.486], [-0.340, 6.446, -0.234], [-0.002, 6.079, 1.058], [0.720, 4.919, 1.278], [1.099, 4.083, 0.230], [0.782, 4.488, -1.061], [0.070, 5.655, -1.294], [2.195, 2.588, 0.629], [3.761, 2.966, -0.375], [3.783, 2.580, -1.714], [4.879, 2.824, -2.517], [5.988, 3.471, -1.996], [5.981, 3.873, -0.672], [4.877, 3.626, 0.127], [-0.912, 7.346, -0.413], [-0.307, 6.691, 1.895], [0.996, 4.648, 2.288], [1.098, 3.887, -1.899], [-0.166, 5.955, -2.306], [2.386, 2.617, 2.091], [2.932, 2.061, -2.130], [4.872, 2.508, -3.550], [6.853, 3.658, -2.618], [6.845, 4.377, -0.261], [4.886, 3.946, 1.158], [-1.651, 2.691, 1.323], [-2.149, 2.763, -0.113], [-1.287, 2.045, -0.988], [-1.563, 2.414, -2.334], [-0.617, 1.751, -3.320], [-2.489, 2.669, 2.018], [-1.031, 3.549, 1.550], [-1.048, 1.790, 1.450], [-2.186, 3.815, -0.437], [-3.166, 2.353, -0.197], [-1.469, 3.509, -2.413], [-2.605, 2.150, -2.567], [0.406, 1.839, -2.965], [-0.699, 2.237, -4.292], [-0.843, 0.695, -3.424]], "lowdin_charge": [1.545, 0.787, -0.714, -0.151, -0.027, -0.205, -0.023, -0.152, -0.099, -0.260, -0.017, -0.035, -0.239, -0.094, -0.186, -0.054, -0.182, -0.743, 0.754, -0.168, -0.062, -0.245, 0.012, -0.251, -0.068, -0.187, -0.030, -0.151, -0.715, 0.786, -0.151, -0.029, -0.252, -0.019, -0.014, -0.240, -0.003, -0.102, -0.255, -0.039, -0.021, -0.287, 0.010, -0.188, -0.040, -0.155, -0.718, 0.776, -0.155, -0.045, -0.023, -0.042, -0.010, 0.090, 0.121, 0.127, 0.090, 0.105, 0.099, 0.105, 0.088, 0.090, 0.098, 0.124, 0.090, 0.091, 0.121, 0.105, 0.100, 0.096, 0.108, 0.119, 0.090, 0.090, 0.109, 0.104, 0.105, 0.683, -0.675, -0.080, -0.060, -0.260, -0.171, -0.155, -0.167, -0.228, -0.043, 0.116, 0.110, 0.140, 0.114, -0.085, -0.086, -0.142, -0.253, -0.090, -0.087, 0.701, -0.244, -0.093, -0.072, -0.089, -0.089, -0.090, 0.101, 0.103, 0.096, 0.098, 0.105, 0.043, 0.099, 0.104, 0.099, 0.099, 0.102, -0.032, -0.231, -0.197, -0.258, -0.059, 0.081, 0.042, 0.062, 0.118, 0.108, 0.104, 0.107, 0.055, 0.081, 0.067], "homo_ev": [-2.6, -2.6], "energy_ha": -5006.3354, "total_charge": -1, "gap_ev": [3.614, 3.605], "multiplicity": 1, "e_above_lowest_kcal_mol": 39.2}



(2)
{"formula": "C3H9N3O", "method": "ωB97M-V/def2-TZVPD", "symbols": ["N", "C", "C", "N", "O", "C", "N", "H", "H", "H", "H", "H", "H", "H", "H", "H"], "positions_angstrom": [[-1.475, -0.771, -0.622], [-1.243, 0.399, 0.320], [-0.233, 1.319, -0.325], [1.058, 0.824, -0.694], [2.022, 0.978, 0.427], [1.653, -0.310, -0.034], [2.452, -1.056, -0.819], [-2.495, -0.886, -0.631], [-1.003, -1.620, -0.248], [-0.863, 0.179, 1.440], [-2.115, 1.054, 0.411], [-0.618, 1.573, -1.348], [-0.183, 2.272, 0.245], [1.168, -0.776, 0.780], [2.646, -0.503, -1.626], [3.058, -1.788, -0.537]], "nbo_charge": [-0.852, -0.249, -0.260, -0.178, -0.431, 0.334, -0.847, 0.365, 0.366, 0.176, 0.204, 0.208, 0.214, 0.158, 0.397, 0.397], "homo_ev": -9.0, "energy_ha": -359.0961, "total_charge": 0, "gap_ev": 9.989, "multiplicity": 1, "e_above_lowest_kcal_mol": 93.1}



(3)
{"formula": "C2H6N4S", "method": "ωB97M-V/def2-TZVPD", "symbols": ["H", "N", "N", "N", "S", "H", "N", "C", "C", "H", "H", "H", "H"], "positions_angstrom": [[-1.810, 2.588, -1.142], [-2.799, 2.185, -1.148], [-2.835, 1.218, -0.377], [-3.287, 0.524, 0.421], [-3.767, -0.858, 0.982], [-1.058, -0.480, -1.803], [-0.826, -0.177, -0.857], [-0.259, -1.114, -0.241], [0.123, -0.922, 1.196], [-0.130, -2.135, -0.438], [-0.710, -1.312, 1.818], [0.212, 0.134, 1.486], [1.192, -1.356, 1.443]], "nbo_charge": [0.366, -0.476, 0.274, -0.159, -0.009, 0.343, -0.654, 0.160, -0.691, 0.158, 0.247, 0.222, 0.219], "homo_ev": -8.2, "energy_ha": -696.8476, "total_charge": 0, "gap_ev": 8.565, "multiplicity": 1, "e_above_lowest_kcal_mol": 112.0}



(4)
{"formula": "C4H6O2", "method": "ωB97M-V/def2-TZVPD", "symbols": ["C", "C", "O", "C", "C", "O", "H", "H", "H", "H", "H", "H"], "positions_angstrom": [[1.918, 0.269, 0.288], [0.700, -0.164, -0.032], [0.471, -1.469, -0.343], [-0.510, 0.720, -0.024], [-1.857, 0.054, -0.121], [-0.377, 1.920, 0.083], [2.715, -0.445, 0.477], [2.130, 1.312, 0.446], [1.364, -1.841, -0.326], [-2.634, 0.816, -0.040], [-1.942, -0.475, -1.075], [-1.977, -0.696, 0.668]], "nbo_charge": [-0.453, 0.194, -0.668, 0.537, -0.716, -0.520, 0.190, 0.235, 0.481, 0.237, 0.242, 0.239], "homo_ev": -9.4, "energy_ha": -306.4659, "total_charge": 0, "gap_ev": 9.888, "multiplicity": 1, "e_above_lowest_kcal_mol": 25.3}



(5)
{"formula": "C15H37BClN5OPS", "method": "ωB97M-V/def2-TZVPD", "symbols": ["N", "B", "O", "N", "C", "C", "P", "S", "N", "C", "Cl", "H", "H", "H", "H", "H", "H", "H", "C", "C", "N", "C", "C", "C", "C", "H", "H", "H", "H", "H", "H", "H", "H", "H", "H", "H", "H", "H", "H", "H", "C", "C", "N", "C", "C", "C", "C", "H", "H", "H", "H", "H", "H", "H", "H", "H", "H", "H", "H", "H", "H", "H"], "positions_angstrom": [[0.209, -0.953, 1.544], [-0.284, 0.223, 0.665], [0.595, 0.740, -0.404], [-1.695, 0.722, 0.983], [-2.757, -0.295, 0.628], [-4.096, 0.549, 1.150], [-5.787, -0.330, 0.973], [-6.329, -0.971, 2.759], [-3.700, 1.899, 1.706], [-2.190, 2.007, 1.608], [-1.142, 3.435, 2.155], [1.210, -1.171, 1.346], [-0.425, -1.761, 1.342], [0.083, 0.978, -1.237], [-2.690, -1.357, 0.141], [-6.709, 0.667, 0.433], [-5.715, -1.424, 0.009], [-4.368, 2.603, 2.119], [4.810, -4.576, 0.941], [4.762, -3.486, 2.007], [3.548, -3.524, 2.827], [3.337, -2.307, 3.615], [4.369, -1.970, 4.686], [3.276, -4.780, 3.528], [4.353, -5.316, 4.467], [3.905, -4.565, 0.324], [5.669, -4.410, 0.280], [4.922, -5.571, 1.379], [4.803, -2.525, 1.481], [5.667, -3.543, 2.621], [2.343, -2.343, 4.082], [3.284, -1.460, 2.920], [4.289, -2.635, 5.547], [4.197, -0.953, 5.052], [5.392, -2.010, 4.303], [3.070, -5.553, 2.777], [2.335, -4.693, 4.086], [5.344, -5.327, 4.004], [4.115, -6.350, 4.742], [4.406, -4.745, 5.394], [-1.847, 3.450, -1.550], [-1.314, 3.747, -2.948], [-1.768, 2.792, -3.962], [-1.012, 2.867, -5.215], [-1.097, 4.162, -6.015], [-3.216, 2.642, -4.111], [-4.032, 3.895, -4.417], [-1.633, 2.416, -1.257], [-1.367, 4.112, -0.821], [-2.926, 3.615, -1.481], [-0.220, 3.704, -2.885], [-1.570, 4.778, -3.219], [-1.302, 2.031, -5.865], [0.045, 2.682, -4.983], [-2.066, 4.274, -6.503], [-0.341, 4.153, -6.807], [-0.908, 5.044, -5.397], [-3.611, 2.200, -3.188], [-3.430, 1.887, -4.880], [-3.787, 4.726, -3.751], [-5.098, 3.678, -4.282], [-3.903, 4.223, -5.448]], "nbo_charge": [-1.085, 1.208, -0.887, -0.632, -0.037, -0.129, 0.760, -0.474, -0.532, 0.427, 0.159, 0.422, 0.399, 0.518, 0.314, 0.027, 0.050, 0.490, -0.616, -0.216, -0.465, -0.203, -0.635, -0.218, -0.637, 0.205, 0.217, 0.206, 0.192, 0.167, 0.191, 0.172, 0.206, 0.211, 0.209, 0.193, 0.195, 0.206, 0.217, 0.204, -0.615, -0.218, -0.464, -0.210, -0.635, -0.215, -0.638, 0.172, 0.215, 0.205, 0.201, 0.176, 0.199, 0.190, 0.204, 0.222, 0.204, 0.173, 0.205, 0.201, 0.214, 0.214], "homo_ev": -9.9, "energy_ha": -2166.9619, "total_charge": 1, "gap_ev": 5.281, "multiplicity": 1, "e_above_lowest_kcal_mol": 141.6}



(6)
{"formula": "C17H36Cl4Cu2N2O", "method": "ωB97M-V/def2-TZVPD", "symbols": ["Cu", "Cu", "C", "C", "C", "C", "N", "C", "C", "C", "C", "C", "H", "H", "H", "H", "H", "H", "H", "H", "H", "H", "H", "H", "H", "H", "H", "H", "H", "H", "H", "H", "O", "H", "Cl", "C", "C", "Cl", "H", "H", "H", "H", "Cl", "C", "C", "Cl", "H", "H", "H", "H", "C", "C", "C", "C", "N", "H", "H", "H", "H", "H", "H", "H"], "positions_angstrom": [[13.050, 5.089, -10.236], [9.948, 4.979, -9.555], [13.045, -1.194, -4.969], [13.123, -0.324, -6.214], [13.823, -0.832, -7.519], [13.464, 0.130, -8.745], [14.737, 0.277, -9.787], [15.570, -1.012, -10.071], [16.872, -0.484, -10.699], [17.036, 0.917, -10.015], [15.889, 1.147, -9.160], [14.193, 0.923, -11.121], [13.933, -1.774, -4.720], [12.164, -1.830, -4.889], [12.935, -0.541, -4.103], [13.467, 0.697, -6.052], [12.094, -0.199, -6.551], [13.845, -1.912, -7.665], [14.880, -0.669, -7.307], [13.398, 1.174, -8.438], [12.672, -0.203, -9.415], [15.093, -1.621, -10.839], [15.767, -1.618, -9.186], [16.862, -0.331, -11.778], [17.787, -1.041, -10.498], [17.106, 1.723, -10.746], [17.913, 0.846, -9.371], [15.662, 2.191, -9.380], [16.027, 1.050, -8.083], [13.468, 1.635, -10.726], [13.718, 0.111, -11.670], [14.734, 1.491, -11.878], [11.497, 3.348, -9.551], [11.950, 2.483, -9.574], [9.482, 3.590, -4.710], [9.033, 3.009, -6.247], [9.864, 1.806, -6.810], [9.438, 0.267, -6.076], [9.089, 3.849, -6.941], [7.985, 2.718, -6.176], [10.936, 1.911, -6.644], [9.768, 1.666, -7.887], [13.394, 6.629, -7.613], [12.070, 5.861, -6.634], [11.109, 6.852, -6.091], [11.894, 7.986, -4.883], [12.469, 5.351, -5.757], [11.550, 5.122, -7.243], [10.364, 6.314, -5.505], [10.660, 7.420, -6.906], [9.094, -0.220, -13.197], [8.256, 0.283, -12.090], [8.927, 0.492, -10.731], [9.729, -0.746, -10.433], [10.345, -1.707, -10.251], [8.405, -0.323, -14.035], [9.606, -1.140, -12.912], [9.948, 0.396, -13.474], [7.500, -0.485, -11.923], [7.680, 1.159, -12.389], [8.310, 0.731, -9.865], [9.584, 1.361, -10.764]], "nbo_charge": [0.902, 0.982, -0.627, -0.393, -0.429, -0.167, -0.228, -0.232, -0.425, -0.443, -0.218, -0.420, 0.221, 0.234, 0.232, 0.191, 0.205, 0.249, 0.198, 0.198, 0.246, 0.242, 0.248, 0.229, 0.259, 0.221, 0.253, 0.209, 0.246, 0.194, 0.245, 0.252, -1.408, 0.482, 0.017, -0.422, -0.407, -0.011, 0.166, 0.245, 0.213, 0.212, -0.074, -0.378, -0.393, -0.025, 0.252, 0.195, 0.253, 0.208, -0.615, -0.393, -0.502, 0.289, -0.343, 0.241, 0.223, 0.193, 0.223, 0.215, 0.250, 0.222], "homo_ev": -15.3, "energy_ha": -5975.0543, "total_charge": 2, "gap_ev": 6.813, "multiplicity": 1}



(7)
{"formula": "CH2N2O2S", "method": "ωB97M-V/def2-TZVPD", "symbols": ["C", "N", "N", "O", "O", "S", "H", "H"], "positions_angstrom": [[1.525, -1.311, -0.111], [2.399, -2.039, -0.081], [-1.428, 0.313, 0.161], [0.289, 1.156, -1.366], [0.543, 1.377, 1.224], [0.242, 0.714, 0.022], [-1.852, -0.152, 0.932], [-1.719, -0.057, -0.780]], "nbo_charge": [0.283, -0.374, -1.013, -0.811, -0.845, 1.949, 0.407, 0.403], "homo_ev": [-9.0, -11.7], "energy_ha": -697.2440, "total_charge": 0, "gap_ev": [9.384, 6.297], "multiplicity": 3, "e_above_lowest_kcal_mol": 70.0}



(8)
{"formula": "C6H11N2S", "method": "ωB97M-V/def2-TZVPD", "symbols": ["C", "C", "C", "C", "C", "C", "N", "N", "S", "H", "H", "H", "H", "H", "H", "H", "H", "H", "H", "H"], "positions_angstrom": [[0.679, -1.502, -0.068], [1.696, 0.871, 0.041], [-0.055, -2.551, -0.337], [-0.593, 0.155, 0.006], [-1.279, 0.225, 1.358], [-1.528, -0.017, -1.146], [0.382, 1.147, -0.134], [2.642, 1.771, 0.058], [2.121, -0.777, 0.371], [0.437, -3.615, -0.299], [-1.095, -2.658, -0.807], [-1.660, -0.857, 1.650], [-2.005, 1.024, 1.291], [-0.494, 0.555, 1.977], [-1.074, -0.481, -2.045], [-2.038, 1.007, -1.288], [-2.225, -0.784, -0.833], [0.127, 2.112, -0.256], [2.342, 2.767, 0.194], [3.617, 1.607, 0.266]], "nbo_charge": [-0.249, 0.368, -0.412, 0.268, -0.657, -0.674, -0.597, -0.734, 0.477, 0.237, 0.253, 0.258, 0.232, 0.212, 0.246, 0.235, 0.238, 0.425, 0.426, 0.449], "homo_ev": -13.2, "energy_ha": -742.5831, "total_charge": 1, "gap_ev": 9.666, "multiplicity": 1, "e_above_lowest_kcal_mol": 79.3}